Entry 1:
Here is a structure of composition C2H4CsO4 from the OMol25 dataset. Energies are from ωB97M-V/def2-TZVPD.

The calculation puts the HOMO energy at -0.9590 eV. As for the electronic energy: -10875.8185 eV. Its net charge is -1. The calculation puts the gap between HOMO and LUMO at 2.14 eV. For the relative energy (zero: lowest compared OMol25 entry of this formula, charge and spin), the calculation gives 61.9 kJ/mol. As for the molar mass: 224.955 g mol⁻¹. Its maximum force is 1.936 eV/A.

The geometry in XYZ format:
```
11
Properties=species:S:1:pos:R:3:forces:R:3:mulliken_charge:R:1
Cs -16.276050 -26.136711 -9.715203 -1.5 0.8 -0.9 0.92
C -19.380185 -24.489377 -10.994332 -0.9 1.5 0.5 0.49
O -18.349581 -25.105805 -11.514509 1.4 -1.1 0.4 -0.83
O -19.609213 -23.269390 -11.352682 0.1 -0.8 0.2 -0.77
O -20.131108 -25.079764 -10.113256 0.8 -0.2 -0.2 -0.77
C -13.219329 -29.449517 -9.600191 0.8 -0.1 1.1 -0.57
O -14.112537 -28.346509 -9.538713 0.0 -0.1 -0.3 -0.48
H -13.007820 -29.759480 -10.618816 -0.4 0.1 -0.1 0.22
H -12.250601 -29.187216 -9.142856 -0.1 0.2 -0.2 0.24
H -13.568155 -30.282423 -8.982312 -0.2 -0.1 -0.4 0.24
H -14.616712 -28.410418 -8.725020 0.1 -0.1 0.1 0.31
```
Forces are in eV/Å.

Entry 2:
Here is a structure of composition C42H35Cl3N3O2PRb from the OMol25 dataset. Energies are from ωB97M-V/def2-TZVPD.

The calculation puts the HOMO energy at -10.4867 eV. As for the electronic energy: -100196.6941 eV. Its net charge is +1. The calculation puts the gap between HOMO and LUMO at 8.19 eV. For the relative energy (zero: lowest compared OMol25 entry of this formula, charge and spin), the calculation gives 2.5 kJ/mol. As for the molar mass: 836.562 g mol⁻¹. Its maximum force is 0.135 eV/A.

The geometry in XYZ format:
```
87
Properties=species:S:1:pos:R:3:forces:R:3:mulliken_charge:R:1
Rb 0.592023 1.476525 0.459706 0.0 0.0 0.0 0.64
C 2.120265 2.542842 -4.545020 0.0 0.1 0.0 -0.57
O 1.485590 3.722742 -3.997385 0.0 0.0 0.0 -0.42
C 1.115006 3.396098 -2.746763 0.0 -0.1 0.0 -0.13
N 1.452196 2.263690 -2.282074 0.0 0.1 -0.1 0.07
C 2.214508 1.579973 -3.339935 0.0 0.0 0.1 -0.23
C 1.698061 0.193621 -3.651575 0.0 0.0 0.0 0.05
C 0.444801 -0.242813 -3.239276 0.0 0.0 0.0 -0.04
C -0.008756 -1.509763 -3.589722 0.0 0.0 0.0 -0.60
C 0.783047 -2.346879 -4.360171 0.0 0.0 0.0 -0.55
C 2.033055 -1.913698 -4.783026 0.0 0.0 0.0 -0.66
C 2.488381 -0.654147 -4.425502 0.0 0.0 0.0 -0.58
C 0.318203 4.429594 -2.039385 0.0 0.0 0.0 0.48
C 0.113005 5.674756 -2.622299 0.0 0.0 0.0 -0.80
C -0.663645 6.597246 -1.943166 0.0 0.0 0.0 -0.48
C -1.211033 6.242959 -0.721680 0.0 0.0 0.0 -0.73
C -0.942302 4.973781 -0.225991 0.0 -0.1 0.0 0.21
N -0.189766 4.079265 -0.862059 0.0 0.1 0.0 0.09
C -1.512726 4.536861 1.071969 0.0 0.0 0.0 0.09
N -1.217297 3.465464 1.680142 0.0 0.0 0.0 0.20
C -2.071032 3.403720 2.885683 0.1 0.0 0.0 -0.39
C -2.782661 4.772312 2.889366 0.0 0.1 0.0 -0.51
O -2.424675 5.364288 1.616200 0.0 0.0 0.0 -0.45
C -2.992535 2.209088 2.817161 -0.1 0.0 0.0 0.30
C -3.925601 2.105843 1.786823 0.0 0.0 0.0 -0.12
C -4.788118 1.024396 1.726774 0.0 0.0 0.0 -0.89
C -4.721292 0.026263 2.692330 0.0 0.0 0.0 -0.47
C -3.790625 0.117569 3.714338 0.0 0.0 0.0 -0.72
C -2.931017 1.208491 3.777174 0.0 0.0 0.0 -0.38
H 3.082500 2.839338 -4.953731 0.0 0.0 0.0 0.31
H 1.481561 2.155040 -5.337438 0.0 0.0 0.0 0.36
H 3.249974 1.492576 -2.999428 0.0 0.0 0.0 0.54
H -0.184899 0.410980 -2.648253 0.0 0.0 0.0 0.56
H -0.986248 -1.839559 -3.259609 0.0 0.0 0.0 0.48
H 0.430084 -3.333450 -4.630831 0.0 0.0 0.0 0.45
H 2.655725 -2.561342 -5.386718 0.0 0.0 0.0 0.44
H 3.470541 -0.326039 -4.749534 0.0 0.0 0.0 0.43
H 0.550635 5.898820 -3.583501 0.0 0.0 0.0 0.49
H -0.846191 7.576763 -2.363439 0.0 0.0 0.0 0.44
H -1.833819 6.921009 -0.157458 0.0 0.0 0.0 0.51
H -1.428932 3.295568 3.760574 0.0 0.0 0.0 0.64
H -2.417676 5.435692 3.671257 0.0 0.0 0.0 0.30
H -3.866577 4.702818 2.934345 0.0 0.0 0.0 0.35
H -3.982361 2.880092 1.028426 0.0 0.0 0.0 0.38
H -5.514361 0.957486 0.926998 0.0 0.0 0.0 0.42
H -5.395908 -0.818702 2.647214 0.0 0.0 0.0 0.43
H -3.738511 -0.654748 4.470920 0.0 0.0 0.0 0.42
H -2.217576 1.290077 4.589327 0.0 0.0 0.0 0.52
Cl 0.604179 0.989167 3.897606 0.0 0.0 0.0 0.10
C 2.310385 1.393961 4.146318 -0.1 0.0 0.1 -0.37
Cl 2.982541 2.324244 2.796435 0.0 0.0 0.0 -0.15
H 2.865312 0.468015 4.239456 0.0 0.0 -0.1 0.17
H 2.392359 1.996249 5.042717 0.0 0.0 0.0 0.39
Cl -2.038719 -0.596263 0.228336 0.0 0.0 0.0 0.30
C -1.839737 -2.182449 -0.485253 0.0 0.0 0.0 0.03
C -2.962769 -2.743193 -1.070765 0.0 0.0 0.0 -0.66
C -2.865361 -3.994603 -1.657373 0.0 0.0 0.0 -0.68
C -1.654695 -4.670274 -1.643342 0.0 0.0 0.0 -0.86
C -0.543984 -4.093849 -1.045552 -0.1 0.0 0.0 -0.28
C -0.609099 -2.833462 -0.449388 0.0 0.0 0.0 0.33
P 0.883092 -1.989753 0.208587 0.0 0.0 0.0 0.73
C 2.219660 -3.119365 -0.299871 0.0 0.0 -0.1 -0.64
C 2.558711 -4.290279 0.377266 0.0 0.0 0.0 0.01
C 3.570778 -5.107268 -0.102713 0.0 0.0 0.0 -0.67
C 4.248322 -4.766759 -1.267135 0.0 0.0 0.0 -0.61
C 3.915343 -3.605307 -1.948564 0.0 0.0 0.0 -0.54
C 2.910346 -2.781815 -1.462059 0.0 0.0 0.0 -0.39
C 0.789347 -2.294374 2.012011 0.0 0.0 0.0 0.74
C 1.965130 -2.130151 2.751203 0.0 0.0 0.0 -0.44
C 1.966679 -2.308435 4.124204 0.0 0.0 0.0 -0.92
C 0.784666 -2.618835 4.786984 0.0 0.0 0.0 -0.52
C -0.389329 -2.760845 4.065691 0.0 0.0 0.0 -0.62
C -0.387246 -2.607605 2.683471 0.0 0.0 0.0 -0.50
H -3.896132 -2.197195 -1.066409 0.0 0.0 0.0 0.51
H -3.737086 -4.436300 -2.121472 0.0 0.0 0.0 0.39
H -1.570748 -5.648364 -2.097905 0.0 0.0 0.0 0.43
H 0.396347 -4.627693 -1.054590 0.0 0.0 0.0 0.40
H 2.029478 -4.565490 1.281640 0.0 0.0 0.0 0.47
H 3.829311 -6.013078 0.430054 0.0 0.0 0.0 0.42
H 5.037325 -5.406841 -1.639859 0.0 0.0 0.0 0.39
H 4.441246 -3.336728 -2.855888 0.0 0.0 0.0 0.46
H 2.650948 -1.872112 -1.991708 0.0 0.0 0.0 0.48
H 2.892856 -1.896498 2.238252 0.0 0.0 0.0 0.49
H 2.892254 -2.220560 4.680696 0.0 0.0 0.0 0.54
H 0.783035 -2.758867 5.860026 0.0 0.0 0.0 0.39
H -1.310125 -3.011200 4.576860 0.0 0.0 0.0 0.43
H -1.307670 -2.748313 2.130318 0.0 0.0 0.0 0.40
```
Forces are in eV/Å.